No. 1
DFT (ωB97M-V with the def2-TZVPD basis set) results for a structure of composition C11H86NO31.

Last column: Mulliken charge in e.
Element x y z (Å)
1 C 2.8022 -2.6019 0.4179  -2.94
2 C 1.5712 -2.1809 -0.3341  1.43
3 C 0.6042 -1.2429 0.4249  1.06
4 C -0.4738 -0.6359 -0.4321  2.07
5 N -1.1728 0.6331 0.0459  1.35
6 C -2.0388 0.3281 1.1979  0.14
7 C -3.3938 -0.1789 0.7469  -0.38
8 C -3.4288 0.3561 -0.6111  -0.49
9 C -2.1818 1.1451 -0.8941  -0.99
10 C -0.3638 1.7551 0.3069  -1.05
11 C 0.6272 2.0831 -0.8801  0.52
12 C 1.3522 3.4751 -0.8701  -1.23
13 H 2.5532 -2.6679 1.3909  1.20
14 H 3.6132 -1.9619 0.4349  0.14
15 H 3.0882 -3.5999 -0.0441  0.17
16 H 0.9912 -3.0829 -0.8131  0.05
17 H 1.7952 -1.7109 -1.4101  -0.08
18 H 1.1902 -0.3139 0.8019  -0.45
19 H 0.2852 -1.7759 1.3709  -0.14
20 H -1.1348 -1.4969 -0.7651  -1.41
21 H -0.1538 -0.2339 -1.4761  -0.10
22 H -2.2758 1.2851 1.7459  -0.27
23 H -1.7038 -0.2239 1.8739  0.15
24 H -4.1088 0.1191 1.4699  1.13
25 H -3.4778 -1.2649 0.7709  -0.56
26 H -4.3438 1.1871 -0.7081  0.24
27 H -3.8878 -0.3289 -1.2631  0.32
28 H -2.2248 2.1971 -0.7741  0.52
29 H -1.8428 0.9661 -1.8701  0.27
30 H 0.2582 1.7231 1.1589  0.70
31 H -0.7758 2.7451 0.6079  0.27
32 H 0.2122 1.9311 -1.8361  0.00
33 H 1.4162 1.3431 -0.6951  -0.20
34 H 0.6732 4.3071 -1.2391  0.11
35 H 2.2892 3.4311 -1.4551  0.22
36 H 1.5622 3.6081 0.1619  0.46
37 O -4.7428 -3.2159 -0.1031  -0.75
38 H -5.1968 -3.1059 -0.8531  0.31
39 H -4.9368 -2.5569 0.5969  0.32
40 O 3.9922 -2.9719 3.9949  -0.62
41 H 4.0882 -3.0159 5.0279  0.41
42 H 3.0432 -3.4249 3.9579  0.40
43 O -6.1528 -1.2809 -2.1771  -0.65
44 H -6.9568 -1.8799 -2.5291  0.34
45 H -6.3668 -0.8729 -1.3491  0.25
46 O -2.4108 4.8931 -0.3351  -0.48
47 H -3.2218 5.3941 -0.5501  0.22
48 H -1.9768 5.7291 -0.3411  0.26
49 O -0.6888 2.2581 3.7749  -0.59
50 H -0.2248 2.4061 4.5449  0.26
51 H -0.8298 2.9011 3.1419  0.27
52 O -3.5628 1.7541 4.5989  -0.69
53 H -2.5268 2.1401 4.5069  0.37
54 H -3.8388 2.1961 5.3819  0.31
55 O -2.1848 -2.9719 -1.4151  -0.81
56 H -3.1248 -2.5879 -1.1541  0.00
57 H -2.5168 -3.7989 -1.6241  0.45
58 O -0.9308 -3.5059 0.8059  -0.74
59 H -1.1518 -3.3129 -0.0941  0.28
60 H -1.5638 -3.1569 1.3929  0.35
61 O -4.4558 3.3381 -2.1461  -0.56
62 H -4.5848 3.9041 -1.3861  0.26
63 H -5.2898 3.1881 -2.5441  0.28
64 O -0.1588 -2.0499 4.2019  -0.87
65 H 0.3012 -2.9559 4.3189  0.28
66 H -0.8168 -2.1889 5.0159  0.34
67 O 0.9562 -0.0469 4.0859  -0.79
68 H 0.5322 -0.8239 4.2909  0.64
69 H 0.1612 0.5921 3.6999  0.21
70 O 5.0982 -1.1749 -2.2751  -0.66
71 H 5.3092 -1.3609 -1.2361  0.44
72 H 5.0132 -1.9439 -2.7831  0.27
73 O 1.1432 -0.4779 -3.7911  -0.83
74 H 0.5362 0.2981 -4.1861  0.36
75 H 0.4762 -1.0809 -3.6381  0.33
76 O 3.4812 -5.4709 -2.5381  -0.64
77 H 2.8812 -4.8699 -3.1051  0.29
78 H 3.2792 -5.4979 -1.6001  0.36
79 O 3.3732 1.3271 2.0699  -0.41
80 H 3.3962 0.5111 2.3949  0.22
81 H 3.4282 1.9481 2.8639  0.28
82 O 1.9212 -5.4329 0.3609  -0.75
83 H 0.9662 -5.5759 -0.0061  0.35
84 H 1.8692 -4.4959 0.6689  0.28
85 O 3.5922 -1.1359 3.5019  -0.87
86 H 2.6892 -0.9609 3.5809  0.26
87 H 3.6792 -2.1059 3.4509  0.20
88 O -2.6748 -0.0199 -4.7781  -0.51
89 H -3.2588 -0.2529 -4.1481  0.21
90 H -2.8798 -0.4929 -5.6111  0.28
91 O -0.6528 -1.7919 -3.4131  -0.51
92 H -0.3228 -2.5709 -3.9341  0.30
93 H -1.3348 -2.1729 -2.9951  0.15
94 O 3.3532 1.2231 -3.0341  -0.40
95 H 2.5622 0.7171 -3.2311  0.29
96 H 3.9482 0.5981 -2.8671  0.27
97 O 3.5152 3.6001 -4.0801  -0.65
98 H 3.5642 2.7941 -3.5511  0.47
99 H 2.8982 4.2551 -3.7411  0.31
100 O -0.5108 4.7871 2.3869  -0.59
101 H 0.0342 5.6491 2.4969  0.29
102 H -1.2618 5.0941 1.9809  0.25
103 O 4.2582 4.7341 0.5889  -0.64
104 H 3.7852 5.1951 0.0419  0.25
105 H 4.1442 3.6791 0.5159  0.29
106 O -4.8028 3.2041 2.7169  -0.64
107 H -4.2648 2.5221 3.0759  0.36
108 H -5.6788 3.1731 3.2389  0.29
109 O 4.3402 2.0031 -0.5161  -0.60
110 H 4.0282 1.8411 0.4669  0.59
111 H 3.9082 1.3071 -1.0151  0.04
112 O -2.3978 -2.0769 2.6199  -0.57
113 H -1.5798 -2.0479 3.0319  0.25
114 H -2.7828 -2.8199 3.0769  0.26
115 O -0.1838 1.8271 -4.8921  -0.63
116 H -0.5008 2.5531 -4.3541  0.29
117 H -0.9798 1.3731 -5.1181  0.28
118 O 6.4522 -1.0399 0.1569  -0.62
119 H 7.2702 -0.8409 -0.3421  0.28
120 H 6.6162 -0.5959 1.0229  0.29
121 O -6.1558 -2.1459 1.2059  -0.60
122 H -6.3418 -1.3849 0.7289  0.31
123 H -6.7898 -2.7759 0.9519  0.35
124 O 4.2352 -6.6559 1.1919  -0.68
125 H 3.9232 -7.4399 1.8159  0.32
126 H 3.4402 -6.2049 0.8449  0.43
127 O 2.3672 6.0741 -3.6891  -0.61
128 H 2.6232 6.7861 -4.1501  0.23
129 H 1.3962 5.7501 -3.7311  0.32

As for the gap between HOMO and LUMO: 7.57 eV. The total charge is +1. As for the spin multiplicity: 1. The value obtained for the energy above the lowest of the compared OMol25 structures with the same formula, charge and spin is 487.7 kJ/mol.

No. 2
DFT (ωB97M-V with the def2-TZVPD basis set) results for a cluster of 3 separate species, H6O3 in total.

Last column: Mulliken charge in e.
Element x y z (Å)
1 O 0.4334 -1.6173 1.1641  -0.63
2 H 0.8106 -1.3633 0.3216  0.34
3 H -0.4401 -1.2982 0.9868  0.29
4 O -1.5543 0.7981 -1.2595  -0.64
5 H -0.7266 0.9268 -0.8392  0.41
6 H -1.8159 0.0576 -0.7468  0.27
7 O 0.7792 0.8630 -0.0910  -0.71
8 H 1.6692 0.7251 -0.4245  0.31
9 H 0.8444 0.9082 0.8884  0.36

As for the gap between HOMO and LUMO: 11.39 eV. Its SMILES is O.O.O. The total charge is 0. As for the spin multiplicity: 1. The value obtained for the energy above the lowest of the compared OMol25 structures with the same formula, charge and spin is 69.2 kJ/mol.

No. 3
DFT (ωB97M-V with the def2-TZVPD basis set) results for an isolated molecule of C2H2I2O.

Last column: Mulliken charge in e.
Element x y z (Å)
1 C 1.1885 -0.1082 -1.8091  0.33
2 C 1.0926 -1.3797 -0.7674  -0.86
3 O 1.6529 0.9436 -1.5977  -0.36
4 I 0.6031 -0.4157 -3.7964  0.04
5 I 2.3597 -0.8534 0.9426  0.08
6 H 0.0307 -1.3526 -0.4085  0.32
7 H 1.4100 -2.2791 -1.0368  0.45

As for the gap between HOMO and LUMO: 9.62 eV. Its SMILES is O=C(I)CI. The total charge is 0. As for the spin multiplicity: 1. The value obtained for the energy above the lowest of the compared OMol25 structures with the same formula, charge and spin is 21.8 kJ/mol.